# C3H4Cl3NS

C3H4Cl3NS in the gas phase (ωB97M-V/def2-TZVPD, the Open Molecules 2025 dataset).

Calculated values
frontier orbital gap	0.29041	Eh
relative energy (zero: lowest compared OMol25 entry of this formula, charge and spin)	167.6	kJ/mol
energy	-1950.131674	a.u.
LUMO energy	-0.81	eV
net charge	0

Cartesian coordinates (Å):
C (0.05321, -0.98804, 0.27906)
C (-0.98153, 1.43265, -0.45613)
C (0.65154, -2.13502, 0.92926)
N (-0.16496, 2.07307, -1.39933)
S (-0.15175, 0.45599, 1.01688)
Cl (0.14090, -3.62204, 0.10450)
Cl (2.40270, -1.89009, 0.60221)
Cl (0.42008, -2.40803, 2.70391)
H (-1.59828, 0.67246, -0.93311)
H (0.40237, 2.81995, -1.00970)
H (-1.59116, 2.16274, 0.07861)
H (0.41689, 1.42636, -1.91617)

# C11H19NOSi

C11H19NOSi in the gas phase (ωB97M-V/def2-TZVPD, the Open Molecules 2025 dataset).

Calculated values
frontier orbital gap	0.38436	Eh
SMILES	C[SiH](C)[C@@H](C#N)[C@H](O)C#CC(C)(C)C
relative energy (zero: lowest compared OMol25 entry of this formula, charge and spin)	219.8	kJ/mol
energy	-849.977179	a.u.
LUMO energy	0.69	eV
net charge	0

Cartesian coordinates (Å):
C (-3.77030, -1.94690, 0.24393)
Si (-3.51901, -0.06832, 0.09834)
C (-4.43521, 0.63000, -1.41767)
C (-1.63899, 0.24791, -0.20662)
C (-1.30849, 1.61921, -0.01690)
N (-1.04694, 2.71026, 0.21710)
C (-0.79623, -0.62931, 0.75036)
O (-1.18446, -0.41766, 2.09050)
C (0.62000, -0.39244, 0.51392)
C (1.76975, -0.11234, 0.31983)
C (3.16550, 0.17535, 0.02213)
C (3.23302, 0.90275, -1.32587)
C (3.72911, 1.06488, 1.13558)
C (3.94462, -1.14326, -0.04841)
H (-3.33022, -2.33215, 1.15882)
H (-4.82774, -2.19150, 0.26327)
H (-3.32714, -2.48300, -0.59249)
H (-3.91037, 0.61253, 1.33911)
H (-5.28893, 1.22538, -1.11132)
H (-3.79626, 1.26936, -2.02019)
H (-4.80854, -0.16434, -2.05694)
H (-1.31161, -0.04949, -1.32473)
H (-1.02350, -1.68308, 0.55270)
H (-0.90259, 0.46733, 2.35554)
H (2.79984, 0.28820, -2.11199)
H (2.68232, 1.83953, -1.27983)
H (4.26843, 1.11672, -1.58234)
H (3.16653, 1.99362, 1.20035)
H (3.66312, 0.55504, 2.09501)
H (4.77208, 1.30011, 0.93613)
H (3.91265, -1.65559, 0.91073)
H (3.51561, -1.79962, -0.80249)
H (4.98396, -0.94920, -0.30558)

# C40H29BF4GeMnOPS5

C40H29BF4GeMnOPS5 as an isolated structure (ωB97M-V/def2-TZVPD, the Open Molecules 2025 dataset).

Calculated values
spin multiplicity	2
frontier orbital gap (spin up / spin down)	0.19539 / 0.20043	Eh
relative energy (zero: lowest compared OMol25 entry of this formula, charge and spin)	49.5	kJ/mol
energy	-7601.781963	a.u.
LUMO energy (spin up / spin down)	1.56 / 1.51	eV
net charge	-1

Cartesian coordinates (Å):
Mn (-0.83674, 0.80857, 1.02802)
S (-7.86297, -0.83829, -0.11863)
C (-6.27442, -0.48630, 0.13181)
S (-4.98905, -1.07543, -0.86957)
C (-3.65898, -0.30102, -0.03375)
C (-3.99233, 0.44028, 1.04872)
S (-2.85968, 1.27825, 2.04668)
S (-5.70382, 0.51556, 1.42436)
S (-2.04229, -0.47146, -0.61431)
O (1.07995, -0.86010, -0.33506)
C (0.86245, 0.35054, 0.03932)
C (1.92838, 1.30582, -0.12380)
C (3.28188, 1.00453, -0.33561)
C (4.20993, 2.02084, -0.41468)
C (3.82539, 3.35412, -0.29570)
C (2.48431, 3.67544, -0.11817)
C (1.54656, 2.66387, -0.05316)
P (-0.26337, 2.79540, -0.02014)
C (-0.58942, 4.53817, 0.37918)
C (-0.64280, 5.55430, -0.57039)
C (-0.84573, 6.86563, -0.16675)
C (-0.99801, 7.16719, 1.17956)
C (-0.95791, 6.15438, 2.12819)
C (-0.75942, 4.84235, 1.72941)
C (-0.70270, 2.67273, -1.79108)
C (-2.06751, 2.66479, -2.08193)
C (-2.50340, 2.47634, -3.38123)
C (-1.57899, 2.28195, -4.39863)
C (-0.22212, 2.28535, -4.11638)
C (0.22002, 2.47938, -2.81452)
H (3.57769, -0.03362, -0.40524)
H (5.25670, 1.78193, -0.56056)
H (4.56848, 4.13812, -0.36093)
H (2.16836, 4.70816, -0.03051)
H (-0.52828, 5.31302, -1.62044)
H (-0.88732, 7.65706, -0.90506)
H (-1.15689, 8.19241, 1.48978)
H (-1.09216, 6.38750, 3.17679)
H (-0.74292, 4.03502, 2.45409)
H (-2.77872, 2.77630, -1.27022)
H (-3.56324, 2.44912, -3.59927)
H (-1.92131, 2.11512, -5.41261)
H (0.49590, 2.12555, -4.91137)
H (1.27989, 2.46366, -2.59661)
C (1.86063, -4.04560, -4.15812)
C (0.67917, -3.34692, -3.94443)
C (0.31487, -2.97193, -2.65996)
C (1.12393, -3.29533, -1.57069)
C (2.30833, -3.99024, -1.79679)
C (2.67769, -4.36152, -3.08318)
Ge (0.64421, -2.59308, 0.21503)
C (-1.15052, -3.25542, 0.72700)
C (-1.65735, -4.26685, -0.08786)
C (-2.86449, -4.87874, 0.21468)
C (-3.57693, -4.49294, 1.33978)
C (-3.07561, -3.48829, 2.15558)
C (-1.86808, -2.87413, 1.85644)
C (1.99627, -2.88271, 1.61115)
C (3.32654, -2.53579, 1.39362)
C (4.24797, -2.59926, 2.42749)
C (3.84563, -3.01640, 3.68821)
C (2.52505, -3.37809, 3.90928)
C (1.60461, -3.30998, 2.87525)
H (2.14267, -4.34622, -5.15990)
H (0.04557, -3.08118, -4.78172)
H (-0.59989, -2.40957, -2.50332)
H (2.94798, -4.24549, -0.95819)
H (3.61166, -4.88631, -3.24612)
H (-1.10811, -4.57199, -0.97029)
H (-3.25169, -5.65468, -0.43477)
H (-4.51926, -4.96958, 1.57912)
H (-3.62946, -3.17332, 3.03105)
H (-1.51260, -2.08156, 2.50069)
H (3.64280, -2.21024, 0.40866)
H (5.27749, -2.31046, 2.25308)
H (4.56072, -3.05519, 4.50046)
H (2.20402, -3.69373, 4.89375)
H (0.56899, -3.57456, 3.05501)
F (0.15345, -0.88790, 2.27582)
B (0.60645, -0.09225, 3.42046)
F (0.37377, 1.24654, 2.94697)
F (1.94245, -0.30964, 3.64147)
F (-0.18233, -0.38192, 4.50571)